(1)
Computed, not measured: C42H43N7O4Re as an isolated structure, with wB97M-V/def2-TZVPD.

Geometry as ORCA input:
```
! wB97M-V def2-TZVPD RIJCOSX def2/J DEFGRID3
* xyz 2 2
Re 0.812 0.478 0.291
C 2.868 1.944 -3.394
C 1.865 1.741 -2.429
N 2.130 1.230 -1.241
C 3.432 0.948 -0.922
C 4.480 1.067 -1.842
C 4.158 1.584 -3.121
C 5.777 0.677 -1.428
C 5.978 0.210 -0.160
C 4.922 0.145 0.779
C 3.666 0.526 0.405
N 2.498 0.642 1.227
C 2.555 1.658 2.238
C 3.466 1.782 3.246
C 3.405 2.901 4.110
C 2.464 3.876 3.951
C 1.497 3.766 2.922
C 0.474 4.709 2.669
C -0.411 4.485 1.650
C -0.323 3.304 0.897
N 0.609 2.396 1.126
C 1.546 2.638 2.094
H 2.588 2.359 -4.351
H 0.829 1.972 -2.650
H 4.937 1.702 -3.864
H 6.601 0.753 -2.126
H 6.968 -0.096 0.150
H 5.128 -0.200 1.784
H 4.238 1.041 3.400
H 4.135 2.982 4.905
H 2.444 4.737 4.606
H 0.403 5.600 3.280
H -1.197 5.190 1.422
H -1.040 3.074 0.120
O -1.489 -1.589 -1.252
C -2.174 -0.616 -2.030
C -1.337 0.688 -1.999
O -1.284 1.509 -2.866
O -0.703 0.909 -0.818
C -2.395 -1.130 -3.457
C -2.818 -0.286 -4.482
C -3.041 -0.787 -5.754
C -2.858 -2.136 -6.026
C -2.474 -2.989 -5.006
C -2.255 -2.491 -3.727
C -3.512 -0.306 -1.351
C -4.183 -1.330 -0.692
C -5.416 -1.089 -0.107
C -5.991 0.172 -0.179
C -5.328 1.191 -0.845
C -4.092 0.955 -1.432
H -1.048 -2.191 -1.863
H -2.980 0.765 -4.295
H -3.368 -0.117 -6.538
H -3.037 -2.522 -7.021
H -2.366 -4.049 -5.192
H -2.035 -3.208 -2.943
H -3.745 -2.319 -0.641
H -5.933 -1.892 0.402
H -6.957 0.355 0.273
H -5.777 2.173 -0.920
H -3.599 1.760 -1.964
C 2.776 -3.322 -0.987
C 1.931 -3.025 -2.227
C 1.642 -1.556 -2.040
O 1.424 -1.410 -0.591
C 2.034 -2.564 0.094
H 3.792 -2.944 -1.110
H 2.831 -4.384 -0.756
H 1.013 -3.619 -2.229
H 2.457 -3.211 -3.161
H 0.759 -1.179 -2.553
H 2.504 -0.960 -2.332
H 1.229 -3.169 0.504
H 2.659 -2.177 0.895
C -0.430 0.640 3.261
N -1.251 0.106 4.313
C -2.631 -0.024 3.834
N -2.690 -0.922 2.682
C -1.888 -0.399 1.613
N -0.419 -0.242 2.021
C 0.022 -1.610 2.490
N -0.793 -2.133 3.552
C -0.752 -1.216 4.694
C -2.179 -2.234 3.079
H 0.596 0.722 3.618
H -0.809 1.619 2.976
H -3.010 0.959 3.547
H -3.254 -0.418 4.635
H -2.252 0.584 1.310
H -1.913 -1.066 0.761
H 1.063 -1.532 2.813
H -0.056 -2.271 1.629
H 0.276 -1.127 5.051
H -1.366 -1.617 5.499
H -2.800 -2.639 3.877
H -2.221 -2.911 2.224
*
```

Values from the calculation:
Energy above the lowest of the compared OMol25 structures with the same formula, charge and spin in eV: 0.245
Gap between HOMO and LUMO (spin up / spin down) in hartree: 0.238 / 0.248
HOMO level (spin up / spin down) in hartree: -0.48373 / -0.48370



(2)
Computed, not measured: C2H8NO2P as an isolated structure in a non-equilibrium geometry, with wB97M-V/def2-TZVPD.

Geometry as ORCA input:
```
! wB97M-V def2-TZVPD RIJCOSX def2/J DEFGRID3
* xyz 0 1
C -1.452 0.746 0.219
C 0.523 -1.431 -0.905
N 1.798 1.891 0.893
O 0.518 -0.549 1.640
O 1.250 0.886 -0.449
P 0.187 -0.109 0.254
H -1.921 0.352 1.158
H -1.118 1.831 0.254
H -2.004 0.723 -0.747
H -0.010 -2.333 -0.815
H 0.548 -0.970 -1.915
H 1.449 -1.834 -0.679
H 2.781 1.912 0.497
H 1.473 1.181 1.608
*
```

Values from the calculation:
Energy above the lowest of the compared OMol25 structures with the same formula, charge and spin in eV: 3.135
Gap between HOMO and LUMO in hartree: 0.380
HOMO level in hartree: -0.37448



(3)
Computed, not measured: an isolated ion of composition C3H8NO and charge +1 in a non-equilibrium geometry, with wB97M-V/def2-TZVPD.

Geometry as ORCA input:
```
! wB97M-V def2-TZVPD RIJCOSX def2/J DEFGRID3
* xyz 1 1
O 1.175 -1.016 -1.647
C 0.801 -1.199 -0.522
C -0.303 -0.365 0.050
C 0.187 0.342 1.318
N -0.714 0.646 -0.978
H 1.233 -1.907 0.196
H -1.155 -0.979 0.342
H -0.052 1.410 1.308
H 1.281 0.450 1.330
H -0.058 -0.028 2.306
H -1.282 1.410 -0.598
H -1.278 0.231 -1.735
H 0.164 1.005 -1.369
*
```

Values from the calculation:
Energy above the lowest of the compared OMol25 structures with the same formula, charge and spin in eV: 0.258
SMILES: C[C@@H]([NH3+])C=O
Gap between HOMO and LUMO in hartree: 0.418
HOMO level in hartree: -0.56087



(4)
Computed, not measured: a 10-piece molecular cluster, C30H69Br2N2O11S9 overall in a non-equilibrium geometry, with wB97M-V/def2-TZVPD.

Geometry as ORCA input:
```
! wB97M-V def2-TZVPD RIJCOSX def2/J DEFGRID3
* xyz 1 1
C 0.606 0.733 4.742
C -0.389 0.976 3.462
O 0.035 2.189 2.741
C -0.423 -0.253 2.376
C 0.150 -1.686 2.929
C 1.743 -2.174 2.833
C 2.890 -1.232 2.135
Br 2.536 -0.883 0.156
C 4.417 -1.880 2.182
C 5.025 -2.047 3.695
Br 4.586 -3.552 1.046
C 2.043 -3.670 3.519
C 0.848 -4.541 4.227
N -0.581 -4.047 4.249
C -0.962 -2.703 3.647
O -2.410 -2.336 3.735
C -3.077 -3.101 2.630
N -3.724 -3.676 1.638
H 1.718 0.672 4.376
H 0.256 -0.183 5.385
H 0.529 1.687 5.451
H -1.510 1.157 3.827
H -0.767 2.821 2.741
H 0.066 0.132 1.385
H -1.575 -0.434 2.119
H 2.897 -0.193 2.723
H 5.108 -1.074 1.635
H 5.066 -3.207 3.934
H 6.159 -1.691 3.661
H 4.456 -1.418 4.505
H 3.130 -4.133 3.540
H 1.055 -5.589 4.745
H -1.322 -4.663 4.702
C -0.722 3.535 -1.634
S -0.277 1.802 -1.365
O -0.827 1.398 -0.030
C 1.495 2.099 -1.156
H -1.806 3.601 -1.754
H -0.415 4.137 -0.776
H -0.236 3.900 -2.542
H 1.663 2.792 -0.328
H 1.907 2.512 -2.080
H 1.984 1.147 -0.937
C -0.776 -10.150 5.414
S -0.433 -8.943 4.111
O 0.598 -7.990 4.640
C -2.038 -8.114 4.202
H 0.115 -10.765 5.563
H -1.019 -9.634 6.346
H -1.609 -10.788 5.110
H -2.202 -7.726 5.210
H -2.829 -8.821 3.939
H -2.042 -7.285 3.490
C -2.977 6.526 -2.992
S -3.296 4.983 -3.882
O -1.967 4.387 -4.242
C -3.963 5.766 -5.370
H -2.516 6.284 -2.031
H -2.298 7.157 -3.570
H -3.920 7.049 -2.818
H -3.223 6.445 -5.799
H -4.873 6.314 -5.117
H -4.202 4.985 -6.096
C -5.453 -3.741 8.041
S -4.119 -2.655 7.480
O -4.176 -1.405 8.307
C -4.855 -2.278 5.871
H -5.226 -4.074 9.057
H -6.401 -3.198 8.042
H -5.518 -4.609 7.382
H -5.841 -1.826 6.009
H -4.941 -3.195 5.285
H -4.204 -1.574 5.348
C -8.473 8.051 -7.482
S -7.235 6.991 -6.697
O -6.047 7.847 -6.374
C -6.835 6.044 -8.186
H -8.842 8.763 -6.739
H -8.022 8.598 -8.314
H -9.303 7.439 -7.840
H -6.488 6.717 -8.974
H -7.721 5.499 -8.521
H -6.043 5.332 -7.943
C 5.658 3.784 0.534
S 4.948 4.519 -0.958
O 3.482 4.203 -0.964
C 5.753 3.389 -2.119
H 5.261 4.312 1.405
H 5.385 2.728 0.596
H 6.745 3.890 0.512
H 5.474 2.358 -1.891
H 6.837 3.508 -2.053
H 5.424 3.637 -3.131
C -0.753 -12.547 -0.411
S -0.218 -13.138 1.212
O -1.227 -12.668 2.218
C 1.222 -12.051 1.337
H -1.675 -13.066 -0.685
H -0.942 -11.471 -0.373
H 0.019 -12.766 -1.152
H 0.909 -11.007 1.266
H 1.928 -12.287 0.537
H 1.703 -12.219 2.304
C 10.458 4.818 2.750
S 9.748 5.554 1.257
O 8.282 5.237 1.252
C 10.553 4.423 0.096
H 10.061 5.347 3.620
H 10.185 3.762 2.812
H 11.545 4.924 2.727
H 10.274 3.392 0.325
H 11.637 4.543 0.163
H 10.224 4.672 -0.915
C -2.742 5.241 -9.279
S -3.452 5.976 -10.772
O -4.918 5.660 -10.777
C -2.647 4.845 -11.933
H -3.139 5.769 -8.409
H -3.015 4.184 -9.217
H -1.655 5.347 -9.302
H -2.926 3.814 -11.704
H -1.563 4.965 -11.866
H -2.976 5.094 -12.945
*
```

Values from the calculation:
Gap between HOMO and LUMO in hartree: 0.194
HOMO level in hartree: -0.36674



(5)
Computed, not measured: C4H3AlLiO6 as an isolated structure in a non-equilibrium geometry, with wB97M-V/def2-TZVPD.

Geometry as ORCA input:
```
! wB97M-V def2-TZVPD RIJCOSX def2/J DEFGRID3
* xyz 0 2
O -3.773 0.282 1.375
C -2.727 0.980 1.368
O -2.734 2.228 1.505
O -1.576 0.304 1.199
C -0.358 0.979 1.033
O 1.402 2.121 2.076
C 2.091 2.541 3.171
C 0.333 1.240 2.201
O 2.111 1.905 4.233
O 2.353 3.781 3.138
Li -4.690 1.996 1.570
Al 2.670 4.311 4.537
H -0.305 1.677 0.195
H -0.189 1.329 3.159
H 0.718 -0.392 2.722
*
```

Values from the calculation:
Gap between HOMO and LUMO (spin up / spin down) in hartree: 0.272 / 0.279
HOMO level (spin up / spin down) in hartree: -0.29716 / -0.30442



(6)
Computed, not measured: a 2-piece molecular cluster, C3H3OP overall in a non-equilibrium geometry, with wB97M-V/def2-TZVPD.

Geometry as ORCA input:
```
! wB97M-V def2-TZVPD RIJCOSX def2/J DEFGRID3
* xyz 0 1
C 0.468 0.222 0.107
C -0.728 0.191 0.233
C 2.364 0.123 -0.871
O 2.990 1.097 -0.992
P -2.484 0.230 0.446
H 2.499 -0.915 -1.143
H -2.469 0.214 1.842
H -2.641 -1.162 0.378
*
```

Values from the calculation:
Energy above the lowest of the compared OMol25 structures with the same formula, charge and spin in eV: 4.399
Gap between HOMO and LUMO in hartree: 0.329
HOMO level in hartree: -0.33274



(7)
Computed, not measured: C19H36N5O2OsPS6 as an isolated structure in a non-equilibrium geometry, with wB97M-V/def2-TZVPD.

Geometry as ORCA input:
```
! wB97M-V def2-TZVPD RIJCOSX def2/J DEFGRID3
* xyz 2 5
Os -0.488 -0.886 1.337
C -2.409 -5.403 -0.484
S -2.005 -5.402 1.273
C -1.341 -3.835 1.522
S -1.045 -2.756 0.155
N -1.007 -3.540 2.740
N -0.485 -2.297 2.860
C -0.027 -1.921 4.008
C 0.567 -0.601 4.088
C 1.108 -0.099 5.256
C 1.700 1.158 5.234
C 1.733 1.865 4.045
C 1.170 1.305 2.910
N 0.596 0.102 2.925
H -2.897 -6.361 -0.650
H -1.517 -5.350 -1.103
H -3.104 -4.604 -0.725
H -0.069 -2.592 4.857
H 1.070 -0.687 6.161
H 2.131 1.573 6.134
H 2.188 2.842 3.984
H 1.172 1.825 1.962
C -5.448 2.683 1.696
N -4.629 1.514 2.018
C -3.618 0.986 1.350
S -2.746 -0.273 2.203
N -3.287 1.316 0.116
C -4.046 2.089 -0.865
H -5.774 3.120 2.636
H -6.327 2.415 1.114
H -4.860 3.427 1.168
H -4.813 1.075 2.909
H -2.439 0.882 -0.221
H -5.111 1.909 -0.754
H -3.749 1.736 -1.848
H -3.837 3.155 -0.797
C 5.000 -3.871 1.374
S 3.344 -3.245 1.684
C 3.111 -2.181 0.258
H 5.019 -4.429 0.440
H 5.261 -4.533 2.196
H 5.714 -3.051 1.326
H 3.802 -1.338 0.274
H 2.077 -1.836 0.329
H 3.230 -2.732 -0.673
C -0.944 2.947 -2.867
C -1.260 1.744 -3.725
C -0.621 1.774 -5.093
O -0.913 0.480 -3.054
P 0.391 0.020 -2.348
S 0.829 -1.823 -2.569
S 0.012 0.631 -0.274
O 1.448 1.110 -2.735
C 2.848 1.039 -2.275
C 3.675 0.307 -3.306
C 3.284 2.466 -2.046
H -1.398 3.821 -3.333
H 0.130 3.119 -2.792
H -1.357 2.846 -1.863
H -2.342 1.645 -3.827
H 0.444 1.990 -5.021
H -1.092 2.552 -5.694
H -0.760 0.821 -5.602
H 2.845 0.493 -1.327
H 3.578 0.796 -4.275
H 3.359 -0.729 -3.405
H 4.726 0.332 -3.018
H 3.239 3.031 -2.976
H 4.313 2.482 -1.688
H 2.651 2.956 -1.307
*
```

Values from the calculation:
Energy above the lowest of the compared OMol25 structures with the same formula, charge and spin in eV: 1.096
Gap between HOMO and LUMO (spin up / spin down) in hartree: 0.232 / 0.112
HOMO level (spin up / spin down) in hartree: -0.45300 / -0.47425



(8)
Computed, not measured: C23H47B3BeBr3FLiN3NaO8S2 as an isolated structure in a non-equilibrium geometry, with wB97M-V/def2-TZVPD.

Geometry as ORCA input:
```
! wB97M-V def2-TZVPD RIJCOSX def2/J DEFGRID3
* xyz 1 1
C -2.597 -2.606 6.076
C -1.176 -2.334 5.250
B -1.284 -1.065 4.204
O -0.533 0.203 4.512
C -2.166 -1.074 2.784
C -3.090 0.277 2.695
C -3.155 1.311 1.396
C -4.093 2.633 1.264
N -5.014 3.010 2.373
C -4.969 2.140 3.582
C -4.114 0.795 3.913
O -3.212 -2.145 2.680
B -3.424 -2.296 1.197
N -3.938 -3.649 0.740
C -3.335 -4.634 1.508
S -2.536 -5.661 2.636
O -2.290 -1.663 0.435
C -1.267 -1.544 1.490
B 0.146 -0.759 1.190
O 0.230 0.718 1.146
N 1.456 -1.532 0.987
C 1.801 -2.388 2.186
C 1.422 -2.347 -0.289
H -3.541 -2.495 5.375
H -2.534 -3.702 6.531
H -2.699 -1.775 6.920
H -0.380 -2.051 6.085
H -0.841 -3.349 4.736
H 0.425 -0.069 4.384
H -2.461 1.050 0.466
H -4.054 3.259 0.262
H -5.697 2.481 4.468
H -4.200 0.211 4.946
H -4.389 -1.607 1.024
H -1.056 -2.688 1.740
H 1.183 1.033 1.157
H 2.284 -1.700 3.003
H 0.907 -2.995 2.637
H 2.606 -3.200 1.847
H 0.827 -3.329 -0.061
H 2.530 -2.585 -0.580
H 0.963 -1.685 -1.138
O -3.005 -5.809 6.575
H -3.096 -5.596 5.635
H -3.900 -6.063 6.846
C 2.344 1.165 -4.441
C 1.039 1.751 -3.968
C 0.445 0.605 -3.178
O 1.544 -0.140 -2.636
C 2.753 0.309 -3.263
H 3.094 1.916 -4.703
H 2.170 0.532 -5.320
H 1.234 2.601 -3.303
H 0.390 2.092 -4.779
H -0.128 -0.068 -3.825
H -0.204 0.946 -2.367
H 3.315 0.893 -2.525
H 3.358 -0.553 -3.559
Be 0.284 -3.507 6.281
Br 3.320 0.495 -0.836
Li 0.809 0.948 -1.013
C -3.087 3.810 5.768
S -3.326 4.090 7.539
O -4.713 3.633 7.884
C -3.357 5.896 7.444
H -3.074 2.732 5.586
H -3.905 4.262 5.203
H -2.132 4.239 5.455
H -4.160 6.222 6.777
H -2.394 6.259 7.078
H -3.536 6.294 8.447
F 1.291 0.634 2.754
Na -6.116 -0.429 3.372
C 1.623 0.295 -8.648
C 2.745 1.310 -8.494
C 3.457 1.554 -9.815
O 3.684 0.832 -7.533
H 2.012 -0.672 -8.984
H 1.128 0.120 -7.687
H 0.875 0.641 -9.370
H 2.338 2.253 -8.114
H 3.911 0.631 -10.192
H 4.270 2.277 -9.686
H 2.764 1.937 -10.571
H 4.050 -0.005 -7.862
Br 6.175 -1.500 -4.680
C 7.533 -0.447 -5.601
C 6.941 0.313 -6.765
Br 6.627 -0.862 -8.290
H 8.329 -1.138 -5.894
H 7.918 0.243 -4.845
H 7.642 1.070 -7.128
H 5.986 0.792 -6.529
*
```

Values from the calculation:
Gap between HOMO and LUMO in hartree: 0.068
HOMO level in hartree: -0.33789



(9)
Computed, not measured: the molecule C4H8O3, with wB97M-V/def2-TZVPD.

Geometry as ORCA input:
```
! wB97M-V def2-TZVPD RIJCOSX def2/J DEFGRID3
* xyz 0 1
C 1.969 -0.259 -0.329
C 0.513 -0.682 -0.094
O 0.234 -0.712 1.296
C -0.468 0.226 -0.835
O -1.820 -0.064 -0.449
C -2.257 0.553 0.648
O -1.643 1.355 1.310
H 2.505 -0.901 -1.034
H 2.429 -0.360 0.656
H 2.071 0.781 -0.661
H 0.359 -1.714 -0.427
H 0.083 0.197 1.598
H -0.430 0.061 -1.915
H -0.257 1.280 -0.625
H -3.287 0.238 0.861
*
```

Values from the calculation:
Energy above the lowest of the compared OMol25 structures with the same formula, charge and spin in eV: 1.048
SMILES: C[C@@H](O)COC=O
Gap between HOMO and LUMO in hartree: 0.416
HOMO level in hartree: -0.38214



(10)
Computed, not measured: C5H14N2S as an isolated structure in a non-equilibrium geometry, with wB97M-V/def2-TZVPD.

Geometry as ORCA input:
```
! wB97M-V def2-TZVPD RIJCOSX def2/J DEFGRID3
* xyz 0 1
C 0.140 0.730 0.224
N 0.310 -0.097 -0.956
C -0.230 0.276 -2.240
C 0.031 -0.850 -3.216
S 2.770 0.008 -4.043
C 0.202 -0.114 1.477
N -0.964 0.740 2.638
C -1.006 -0.031 3.879
H -0.806 1.264 0.134
H 0.899 1.519 0.334
H 1.267 -0.366 -1.009
H -1.304 0.382 -2.104
H 0.232 1.163 -2.685
H -0.358 -1.838 -3.015
H 1.148 -0.781 -3.442
H -0.176 -0.533 -4.242
H 1.172 -0.592 1.630
H -0.531 -0.910 1.439
H 0.168 0.729 2.421
H -1.879 -0.683 3.976
H -0.978 0.618 4.765
H -0.105 -0.632 4.035
*
```

Values from the calculation:
Energy above the lowest of the compared OMol25 structures with the same formula, charge and spin in eV: 8.169
Gap between HOMO and LUMO in hartree: 0.198
HOMO level in hartree: -0.31237



(11)
Computed, not measured: C4H8ClIO12S2Ti as an isolated structure in a non-equilibrium geometry, with wB97M-V/def2-TZVPD.

Geometry as ORCA input:
```
! wB97M-V def2-TZVPD RIJCOSX def2/J DEFGRID3
* xyz 0 5
Ti 0.624 6.021 14.404
I -0.601 4.555 12.209
Cl -1.259 4.999 17.303
O -1.568 5.649 16.046
O -1.654 5.699 18.531
O -1.829 3.689 17.297
O 0.180 4.830 17.292
C -1.712 9.180 18.039
C -2.164 9.839 16.715
O -0.992 10.249 16.139
S 0.346 9.317 16.675
O 1.483 10.091 17.080
O 0.617 8.184 15.690
O -0.358 8.738 18.006
H -2.263 8.246 18.149
H -1.834 9.815 18.916
H -2.751 10.739 16.900
H -2.546 9.105 16.005
C 6.394 4.262 14.387
C 5.786 4.095 15.833
O 4.461 4.683 15.732
S 4.088 4.882 14.145
O 3.164 6.046 14.069
O 3.565 3.579 13.764
O 5.655 5.222 13.793
H 6.233 3.376 13.772
H 7.409 4.658 14.379
H 6.292 4.810 16.482
H 5.860 3.138 16.350
*
```

Values from the calculation:
Energy above the lowest of the compared OMol25 structures with the same formula, charge and spin in eV: 0.042
Gap between HOMO and LUMO (spin up / spin down) in hartree: 0.214 / 0.181
HOMO level (spin up / spin down) in hartree: -0.21933 / -0.33684